# 1
The following is a DFT calculation (ωB97M-V/def2-TZVPD) of C35H22Br2IrN4O9P as an isolated structure.

Its largest force on an atom is 3.10 eV Å⁻¹. The spin multiplicity is 2. As for the expectation value of S²: 0.76. As for the lowest unoccupied orbital energy (alpha / beta): -5.299 / -5.856 eV. For the energy above the lowest of the compared OMol25 structures with the same formula, charge and spin, the calculation gives 100.3 kcal/mol. For the HOMO-LUMO gap (alpha / beta), the calculation gives 5.47 / 4.90 eV. As for the HOMO energy (alpha / beta): -10.772 / -10.751 eV. Its net charge is +1.

XYZ file:
```
74
Properties=species:S:1:pos:R:3:mulliken_charge:R:1
Ir -0.898 -0.160 -0.518 3.920
O -3.057 1.709 -1.079 -0.611
N -2.390 1.235 0.017 0.572
C -2.450 2.073 0.973 -0.951
C -1.944 1.909 2.327 1.290
C -2.350 2.884 3.238 -1.037
C -1.969 2.822 4.566 -0.762
C -1.168 1.776 5.001 -0.811
C -0.754 0.808 4.099 -0.866
C -1.138 0.867 2.762 0.507
P -0.434 -0.424 1.710 0.765
C 1.330 -0.269 2.057 1.399
C 2.039 -1.100 2.922 -0.411
C 3.396 -0.885 3.128 -0.800
C 4.048 0.149 2.474 -0.778
C 3.336 1.005 1.641 -0.707
C 1.983 0.801 1.438 -0.957
C -1.086 -1.955 2.398 1.210
C -0.361 -3.149 2.403 -0.627
C -0.945 -4.314 2.877 -1.003
C -2.261 -4.303 3.321 -0.685
C -2.994 -3.124 3.296 -0.836
C -2.411 -1.954 2.836 -1.027
H -3.013 0.984 -1.758 0.518
H -2.996 2.987 0.762 0.334
H -2.979 3.697 2.893 0.482
H -2.295 3.587 5.259 0.430
H -0.855 1.715 6.035 0.492
H -0.123 -0.004 4.438 0.382
H 1.546 -1.899 3.455 0.498
H 3.942 -1.526 3.809 0.457
H 5.111 0.295 2.619 0.420
H 3.837 1.829 1.149 0.516
H 1.428 1.472 0.794 0.385
H 0.663 -3.169 2.057 0.504
H -0.372 -5.233 2.898 0.448
H -2.715 -5.216 3.684 0.427
H -4.024 -3.117 3.631 0.458
H -2.986 -1.035 2.824 0.432
O 2.347 -0.710 -2.696 -0.578
C 1.730 0.029 -1.980 -0.373
O 1.041 -0.375 -0.904 -0.547
C 1.714 1.490 -2.201 1.188
C 2.848 2.217 -2.522 -0.792
C 2.727 3.571 -2.748 -0.526
C 1.500 4.238 -2.689 -0.282
C 0.405 3.499 -2.366 -0.442
C 0.468 2.116 -2.108 -0.402
O -0.616 1.460 -1.833 -0.236
N -0.928 4.110 -2.245 1.026
O -1.590 4.210 -3.249 -0.577
O -1.273 4.434 -1.122 -0.593
N 3.938 4.356 -3.077 1.028
O 3.781 5.523 -3.364 -0.610
O 5.001 3.777 -3.032 -0.597
H 3.814 1.738 -2.601 0.668
H 1.443 5.299 -2.892 0.622
Br -3.120 0.485 -4.899 -0.138
C -1.985 -0.897 -4.365 -0.182
C -1.302 -1.676 -5.315 -0.502
C -0.469 -2.682 -4.921 -0.066
Br 0.426 -3.688 -6.225 -0.179
C -0.257 -2.948 -3.544 1.163
C 0.574 -3.958 -3.024 -0.841
C 0.721 -4.085 -1.670 -1.276
C 0.079 -3.181 -0.816 -0.128
N -0.711 -2.227 -1.264 -0.347
C -0.913 -2.123 -2.621 0.348
C -1.828 -1.120 -3.015 0.353
O -2.460 -0.460 -2.062 -1.086
H -1.438 -1.470 -6.367 0.456
H 1.084 -4.631 -3.699 0.377
H 1.351 -4.855 -1.249 0.471
H 0.208 -3.237 0.248 0.621
```

---

# 2
The following is a DFT calculation (ωB97M-V/def2-TZVPD) of C45H42AsN2O3RbS2 as an isolated structure.

Its largest force on an atom is 0.60 eV Å⁻¹. The spin multiplicity is 1. As for the lowest unoccupied orbital energy: 3.615 eV. For the energy above the lowest of the compared OMol25 structures with the same formula, charge and spin, the calculation gives 5.1 kcal/mol. For the HOMO-LUMO gap, the calculation gives 3.79 eV. As for the HOMO energy: -0.174 eV. Its net charge is -2.

XYZ file:
```
96
Properties=species:S:1:pos:R:3:mulliken_charge:R:1
Rb -0.138 -0.489 -0.513 0.622
C 2.840 0.521 0.825 0.281
C 2.574 -0.541 1.681 0.010
C 2.715 -1.850 1.234 -0.336
C 3.138 -2.094 -0.067 -0.271
C 3.407 -1.033 -0.923 -0.275
C 3.251 0.273 -0.478 -0.305
H 2.668 1.537 1.160 -0.200
H 2.198 -0.343 2.678 0.195
H 2.439 -2.673 1.879 0.147
H 3.224 -3.113 -0.427 0.318
H 3.682 -1.225 -1.954 0.299
H 3.381 1.098 -1.165 0.249
C 0.361 -4.149 -1.455 -0.320
O 0.541 -2.976 -2.225 -0.105
C 1.291 -3.074 -3.355 0.715
C 1.789 -4.282 -3.829 -0.834
C 2.567 -4.327 -4.981 -0.658
C 2.855 -3.161 -5.666 -0.822
C 2.352 -1.954 -5.201 -0.229
C 1.551 -1.882 -4.062 0.040
N 1.059 -0.653 -3.552 0.315
N 1.003 0.213 -4.478 -0.376
C 0.735 1.524 -4.235 -0.025
C 0.697 2.136 -2.930 -0.013
O 0.758 1.521 -1.852 -0.001
C 0.603 3.596 -2.910 -0.827
C 0.490 4.338 -4.025 -0.954
C 0.476 3.738 -5.328 0.968
C 0.344 4.518 -6.487 -0.817
C 0.338 3.946 -7.738 -0.518
C 0.463 2.555 -7.843 -0.599
C 0.588 1.769 -6.722 -0.509
C 0.605 2.331 -5.426 0.712
H -0.259 -4.878 -1.989 0.480
H -0.117 -3.843 -0.529 -0.595
H 1.323 -4.608 -1.207 0.455
H 1.573 -5.199 -3.301 0.364
H 2.950 -5.280 -5.326 0.376
H 3.477 -3.182 -6.553 0.355
H 2.575 -1.028 -5.711 0.446
H 0.608 4.037 -1.920 0.439
H 0.402 5.419 -3.964 0.316
H 0.244 5.593 -6.374 0.343
H 0.232 4.559 -8.625 0.364
H 0.453 2.087 -8.822 0.366
H 0.671 0.696 -6.816 0.411
C -4.790 4.670 3.169 -0.354
C -3.496 5.109 2.922 -0.687
C -2.510 4.207 2.543 -0.009
C -2.797 2.851 2.387 0.384
C -4.101 2.424 2.623 -0.235
C -5.084 3.322 3.019 -0.692
As -1.420 1.556 1.766 -0.166
C -0.955 0.757 3.538 0.987
C -1.740 -0.190 4.184 -0.335
C -1.352 -0.712 5.412 -0.491
C -0.158 -0.307 6.000 -1.000
C 0.631 0.640 5.367 -0.415
C 0.231 1.195 4.150 -0.028
C 0.973 2.258 3.444 0.578
C 2.292 2.615 3.735 -0.428
C 2.915 3.614 3.000 -0.806
C 2.224 4.234 1.962 -0.766
C 0.922 3.847 1.668 0.278
C 0.251 2.875 2.413 -0.694
H -5.561 5.372 3.471 0.323
H -3.247 6.160 3.029 0.369
H -1.503 4.563 2.380 0.111
H -4.328 1.374 2.464 0.151
H -6.091 2.962 3.205 0.360
H -2.644 -0.516 3.675 0.240
H -1.983 -1.435 5.919 0.362
H 0.149 -0.717 6.957 0.356
H 1.550 0.972 5.838 0.301
H 2.845 2.109 4.520 0.218
H 3.940 3.893 3.220 0.314
H 2.713 5.005 1.372 0.315
H 0.421 4.321 0.825 0.311
C -2.635 -4.391 4.467 -1.203
C -1.391 -4.384 3.590 -0.634
S -1.426 -3.037 2.360 0.862
O -0.193 -3.288 1.533 -0.818
C -2.815 -3.619 1.367 -0.592
C -2.687 -5.040 0.854 -1.210
H -2.494 -5.036 5.337 0.396
H -3.507 -4.750 3.920 0.281
H -2.857 -3.385 4.825 0.219
H -1.230 -5.333 3.076 0.393
H -0.499 -4.161 4.178 0.467
H -2.860 -2.854 0.588 0.342
H -3.710 -3.442 1.968 0.551
H -1.672 -5.226 0.497 0.215
H -3.373 -5.203 0.021 0.407
H -2.916 -5.780 1.624 0.281
S -3.011 -0.267 1.128 -0.807
```

---

# 3
The following is a DFT calculation (ωB97M-V/def2-TZVPD) of one molecule with the formula C2H3IN4.

Its largest force on an atom is 2.10 eV Å⁻¹. The spin multiplicity is 1. As for the lowest unoccupied orbital energy (alpha / beta): -1.762 / -1.765 eV. For the energy above the lowest of the compared OMol25 structures with the same formula, charge and spin, the calculation gives 69.3 kcal/mol. For the HOMO-LUMO gap (alpha / beta), the calculation gives 7.74 / 7.74 eV. As for the HOMO energy (alpha / beta): -9.504 / -9.506 eV.

XYZ file:
```
10
Properties=species:S:1:pos:R:3:nbo_charge:R:1
C 0.180 -1.719 -2.473 0.077
C -0.346 0.662 1.535 -0.652
N -0.656 -2.747 -2.688 -0.291
N -1.409 -2.844 -1.647 -0.084
N -1.044 -1.903 -0.825 -0.230
N -0.052 -1.173 -1.296 -0.349
I -1.461 -0.950 1.255 0.893
H 0.931 -1.388 -3.157 0.201
H -0.697 1.604 1.169 0.217
H 0.650 0.545 1.917 0.218
```

---

# 4
The following is a DFT calculation (ωB97M-V/def2-TZVPD) of C31H33FN6O4SV as an isolated structure.

Its largest force on an atom is 3.80 eV Å⁻¹. The spin multiplicity is 3. As for the expectation value of S²: 2.02. As for the lowest unoccupied orbital energy (alpha / beta): -4.184 / -4.353 eV. For the energy above the lowest of the compared OMol25 structures with the same formula, charge and spin, the calculation gives 45.1 kcal/mol. For the HOMO-LUMO gap (alpha / beta), the calculation gives 7.36 / 7.25 eV. As for the HOMO energy (alpha / beta): -11.539 / -11.604 eV. Its net charge is +1.

XYZ file:
```
77
Properties=species:S:1:pos:R:3:mulliken_charge:R:1
V 0.923 0.364 -0.149 0.470
C -2.748 -1.164 2.277 -2.230
C -1.254 -1.300 2.163 0.630
C -0.741 -2.081 1.119 2.186
C -1.697 -2.730 0.154 -2.616
C 0.640 -2.349 1.049 0.368
C 1.161 -3.407 0.106 -2.233
C 1.503 -1.790 2.015 2.010
C 2.966 -2.150 2.020 -2.689
C 0.974 -1.053 3.088 0.382
C 1.891 -0.695 4.228 -2.247
C -0.395 -0.764 3.134 1.635
C -0.948 0.091 4.246 -2.883
H -3.162 -0.588 1.448 0.308
H -3.056 -0.695 3.203 0.461
H -3.209 -2.151 2.247 0.466
H -2.132 -3.622 0.607 0.475
H -1.208 -3.025 -0.769 0.543
H -2.517 -2.064 -0.106 0.500
H 1.440 -2.987 -0.862 0.245
H 0.408 -4.174 -0.058 0.397
H 2.032 -3.901 0.526 0.483
H 3.111 -3.057 2.611 0.420
H 3.569 -1.364 2.469 0.627
H 3.345 -2.327 1.016 0.577
H 2.583 0.107 3.967 0.313
H 2.486 -1.566 4.494 0.498
H 1.340 -0.405 5.116 0.419
H -1.262 -0.534 5.081 0.424
H -1.807 0.671 3.918 0.529
H -0.205 0.796 4.609 0.550
S 3.036 -0.055 -0.885 -0.371
C 3.869 0.511 0.419 0.730
N 4.435 0.927 1.335 -0.595
N -3.270 4.308 2.241 -0.453
C -2.272 3.751 2.266 -0.317
C -1.017 3.086 2.271 -0.061
C 0.025 3.545 3.085 -0.398
C 1.235 2.871 3.024 -1.539
C 1.391 1.837 2.120 0.294
N 0.411 1.425 1.307 1.499
C -0.789 2.007 1.420 -0.308
H -0.120 4.387 3.743 0.595
H 2.064 3.157 3.650 0.602
H 2.338 1.316 2.042 -0.367
H -1.586 1.615 0.790 0.591
F -1.365 -0.119 -7.865 -0.289
C -0.621 -0.012 -6.763 0.220
C -0.779 -0.879 -5.744 0.054
N -0.055 -0.759 -4.590 0.233
C -0.284 -1.566 -3.411 -0.825
C -0.465 -0.587 -2.233 0.482
O -1.236 0.359 -2.308 -0.697
O 0.230 -0.825 -1.200 -0.054
C 0.852 0.261 -4.419 0.436
O 1.402 0.435 -3.342 -0.440
N 1.057 1.067 -5.495 -0.103
C 0.347 1.083 -6.710 0.253
O 0.556 1.925 -7.536 -0.574
H -1.484 -1.693 -5.799 0.402
H 0.585 -2.204 -3.205 0.126
H -1.184 -2.174 -3.525 0.514
H 1.748 1.803 -5.366 0.214
N 0.537 2.176 -1.241 0.059
C 1.536 3.019 -1.831 0.177
C 2.619 3.454 -1.081 -0.050
C 3.557 4.295 -1.657 -0.831
C 3.416 4.698 -2.975 -0.665
C 2.333 4.265 -3.722 -0.702
C 1.383 3.441 -3.147 -0.880
H -0.013 1.764 -2.006 0.163
H -0.122 2.764 -0.717 0.478
H 2.729 3.138 -0.047 0.329
H 4.401 4.635 -1.075 0.458
H 4.155 5.353 -3.413 0.411
H 2.216 4.583 -4.747 0.494
H 0.508 3.141 -3.705 0.689
```

---

# 5
The following is a DFT calculation (ωB97M-V/def2-TZVPD) of C51H44ClF7N10O3S2V as an isolated structure.

Its largest force on an atom is 7.65 eV Å⁻¹. The spin multiplicity is 4. As for the expectation value of S²: 3.77. As for the lowest unoccupied orbital energy (alpha / beta): 2.875 / 2.875 eV. For the energy above the lowest of the compared OMol25 structures with the same formula, charge and spin, the calculation gives 0.0 kcal/mol. For the HOMO-LUMO gap (alpha / beta), the calculation gives 3.46 / 3.95 eV. As for the HOMO energy (alpha / beta): -0.587 / -1.071 eV. Its net charge is -2.

XYZ file:
```
119
Properties=species:S:1:pos:R:3:mulliken_charge:R:1
V 0.767 2.210 0.396 0.524
O 1.823 1.248 1.461 -0.160
S 2.805 2.533 1.480 -0.605
F -3.291 -5.353 2.610 -0.273
C -3.137 -4.851 1.407 0.835
F -2.256 -5.658 0.774 -0.243
F -4.314 -4.891 0.806 -0.283
C -2.582 -3.421 1.483 0.663
C -3.107 -2.420 0.699 -0.754
C -2.365 -1.268 0.508 -0.165
N -1.203 -1.047 1.133 0.039
C -0.761 -2.005 1.955 -0.584
C -1.441 -3.170 2.153 -0.918
H -4.070 -2.566 0.178 0.423
H -2.691 -0.531 -0.224 0.219
H 0.211 -1.838 2.386 0.637
H -0.952 -3.964 2.740 0.354
O 0.642 0.017 4.096 -0.437
S -0.113 0.248 5.340 0.332
C 1.084 1.234 6.374 -1.116
C 1.921 0.117 6.922 0.292
C 1.806 -0.500 8.169 -0.398
C 2.550 -1.658 8.436 -0.463
C 3.315 -2.284 7.426 -0.466
C 3.453 -1.644 6.212 -0.637
C 2.796 -0.428 5.992 -0.424
C -1.449 1.534 5.116 -0.977
C -2.172 1.485 6.448 0.221
C -1.990 2.467 7.411 -0.249
C -2.350 2.251 8.743 -0.540
C -2.952 1.034 9.123 -0.395
C -3.222 0.114 8.146 -0.629
C -2.838 0.341 6.834 -0.175
H 0.584 1.832 7.139 0.604
H 1.494 1.872 5.605 0.485
H 1.220 -0.078 8.961 0.427
H 2.424 -2.169 9.390 0.320
H 3.753 -3.244 7.592 0.402
H 4.039 -2.036 5.404 0.416
H 2.932 0.109 5.075 0.475
H -1.973 1.170 4.233 0.402
H -0.976 2.481 4.833 0.394
H -1.517 3.411 7.119 0.448
H -2.106 2.992 9.479 0.401
H -3.173 0.817 10.170 0.366
H -3.689 -0.822 8.389 0.386
H -3.015 -0.451 6.130 0.421
F -4.639 6.791 0.787 -0.392
C -3.937 6.230 -0.245 0.502
C -4.469 6.465 -1.488 0.173
F -5.573 7.302 -1.632 -0.370
C -3.850 5.941 -2.619 0.457
C -2.532 5.415 -2.262 1.151
C -2.052 5.191 -1.091 0.187
F -0.665 4.911 -0.959 -0.525
C -2.766 5.560 0.067 0.442
C -2.212 5.324 1.481 -0.298
C -1.272 4.340 1.704 0.379
N -0.399 3.590 1.912 -0.480
C -2.227 6.382 2.423 -0.297
N -2.082 7.096 3.324 -0.718
F -1.650 5.472 -3.384 -0.435
C -4.275 5.904 -4.085 -0.518
C -3.726 4.809 -4.715 0.215
N -3.267 3.883 -5.238 -0.756
C -5.386 6.596 -4.562 0.276
N -6.356 7.022 -4.990 -0.689
N -3.596 2.330 -2.599 0.044
C -4.023 2.382 -1.301 -0.844
C -2.948 2.098 -0.485 -0.365
N -1.820 1.960 -1.299 0.406
C -2.244 2.035 -2.555 -0.829
H -4.127 2.597 -3.448 0.391
H -5.091 2.608 -1.049 0.384
H -2.894 2.084 0.622 0.416
H -1.605 1.935 -3.410 0.491
C 0.048 -3.947 -3.586 -1.839
C 1.513 -4.277 -3.544 1.918
C 2.061 -4.439 -2.074 -1.522
C 1.689 -5.661 -4.263 -1.927
C 2.295 -3.106 -4.311 2.628
O 3.678 -3.251 -4.031 -0.687
C 2.040 -3.313 -5.806 -1.841
C 2.582 -2.280 -6.843 -1.317
C 4.025 -1.842 -6.731 0.336
C 5.172 -2.571 -7.046 -0.113
C 6.450 -2.060 -6.799 -0.507
C 6.606 -0.800 -6.253 0.092
Cl 8.135 -0.141 -5.679 -0.238
C 5.469 -0.011 -6.095 -0.637
C 4.216 -0.515 -6.286 -0.411
C 1.832 -1.659 -4.018 -2.734
N 1.781 -1.037 -2.698 1.490
C 1.107 0.144 -2.426 -0.590
N 1.597 0.741 -1.375 -0.141
C 2.611 -0.096 -0.991 -0.518
N 2.782 -1.134 -1.824 -1.005
H -0.545 -4.689 -3.038 0.473
H -0.371 -3.956 -4.594 0.310
H -0.198 -2.991 -3.133 0.334
H 1.332 -5.068 -1.527 0.422
H 2.129 -3.496 -1.568 0.318
H 3.023 -4.959 -2.053 0.323
H 1.219 -6.421 -3.634 0.562
H 2.733 -5.965 -4.376 0.324
H 1.156 -5.616 -5.235 0.341
H 3.883 -4.163 -4.135 0.631
H 0.963 -3.317 -5.981 0.256
H 2.410 -4.290 -6.075 0.801
H 1.966 -1.388 -6.779 0.408
H 2.425 -2.810 -7.792 0.583
H 5.078 -3.573 -7.504 0.356
H 7.335 -2.648 -7.021 0.402
H 5.530 1.043 -5.787 0.354
H 3.381 0.150 -6.149 0.470
H 0.803 -1.597 -4.439 0.550
H 2.498 -0.989 -4.584 0.396
H 0.148 0.308 -2.934 0.401
H 3.186 0.217 -0.136 0.550
```